Record 1
Molecular formula: H4O3P2
Method: DFT, ωB97M-V/def2-TZVPD

```
9
Properties=species:S:1:pos:R:3:forces:R:3:lowdin_charge:R:1
O 1.627 -1.491 -0.012 -0.117 0.878 0.983 -0.288
O 1.204 0.625 1.004 0.440 0.673 -0.138 -0.535
O -0.567 0.268 -1.411 0.861 -0.261 -0.876 -0.540
P -1.149 0.548 -0.088 -2.466 0.989 2.233 0.603
P 1.723 0.113 -0.280 0.306 -0.815 0.105 0.766
H 1.568 -2.147 -0.679 0.144 -0.698 -1.335 0.032
H -0.954 1.807 0.524 0.327 -0.256 -0.329 -0.009
H -0.861 -0.347 0.944 -0.190 -0.100 -0.103 -0.010
H -2.593 0.624 -0.002 0.694 -0.409 -0.540 -0.018
```
Positions in Å, forces in eV/Å.

E_LUMO	0.418	eV
DFT total energy	-24785.3822	eV
energy above the lowest of the compared OMol25 structures with the same formula, charge and spin	9.9	kcal/mol
spin multiplicity	1
orbital gap	10.67	eV



Record 2
Molecular formula: H4O3Si
Method: DFT, ωB97M-V/def2-TZVPD

```
8
Properties=species:S:1:pos:R:3:forces:R:3:lowdin_charge:R:1
O 0.717 -1.166 -0.193 0.342 0.018 -0.890 -0.118
O -1.430 -0.270 -0.956 -0.842 1.250 0.525 -0.100
O 0.394 1.545 -0.367 0.085 0.465 -0.477 -0.137
Si -0.231 0.121 0.059 0.234 1.110 3.180 0.191
H 1.006 -1.602 0.577 0.785 -0.911 1.340 0.027
H -1.124 -1.079 -1.341 -0.139 -0.992 -0.594 0.042
H 0.952 2.028 0.247 -0.121 -0.102 0.059 0.053
H -0.283 0.424 1.974 -0.344 -0.837 -3.144 0.042
```
Positions in Å, forces in eV/Å.

E_LUMO	0.625	eV
DFT total energy	-14087.4611	eV
energy above the lowest of the compared OMol25 structures with the same formula, charge and spin	20.9	kcal/mol
spin multiplicity	1
orbital gap	11.11	eV



Record 3
Molecular formula: H4OP4
Method: DFT, ωB97M-V/def2-TZVPD

```
9
Properties=species:S:1:pos:R:3:forces:R:3:lowdin_charge:R:1
O 2.706 0.166 -0.297 -4.270 4.084 -2.884 -0.737
P 1.463 1.143 -0.958 5.817 -3.290 2.341 0.557
P -1.632 1.343 0.135 -0.497 1.789 2.303 0.424
P 0.424 -1.028 1.270 0.756 -3.259 0.047 0.421
P -0.173 -0.008 -0.461 0.286 -1.399 -1.546 -0.086
H -1.993 1.630 -1.119 -0.141 1.003 -2.096 -0.185
H -2.597 0.409 -0.014 -1.265 -1.276 0.447 -0.177
H 1.789 -1.210 0.713 -1.080 0.323 0.542 -0.125
H 0.013 -2.445 0.731 0.392 2.025 0.846 -0.092
```
Positions in Å, forces in eV/Å.

E_LUMO	-1.535	eV
DFT total energy	-39264.5602	eV
energy above the lowest of the compared OMol25 structures with the same formula, charge and spin	35.8	kcal/mol
spin multiplicity	1
orbital gap	7.23	eV



Record 4
Molecular formula: H4S2
Method: DFT, ωB97M-V/def2-TZVPD

```
6
Properties=species:S:1:pos:R:3:forces:R:3:lowdin_charge:R:1
S -2.315 -0.063 -1.689 0.088 -0.187 -0.174 0.451
H -2.831 -0.595 -2.812 0.072 0.074 0.164 -0.225
H -1.208 -0.824 -1.775 -0.158 0.115 0.011 -0.226
S 2.498 0.951 1.910 -0.169 -0.200 0.074 0.451
H 1.577 0.836 2.885 0.131 0.018 -0.141 -0.224
H 2.277 -0.305 1.481 0.036 0.179 0.066 -0.227
```
Positions in Å, forces in eV/Å.

E_LUMO	0.709	eV
DFT total energy	-21735.0264	eV
energy above the lowest of the compared OMol25 structures with the same formula, charge and spin	1.2	kcal/mol
spin multiplicity	1
orbital gap	10.52	eV



Record 5
Molecular formula: H4S2
Method: DFT, ωB97M-V/def2-TZVPD

```
6
Properties=species:S:1:pos:R:3:forces:R:3:lowdin_charge:R:1
S 0.161 0.919 -1.323 0.271 0.158 -0.163 0.447
H 0.615 2.172 -1.507 -0.052 -0.173 -0.009 -0.220
H 1.279 0.382 -1.845 -0.148 0.091 0.026 -0.219
S -0.626 -0.624 1.872 -0.084 -0.312 -0.017 0.431
H -1.654 -1.460 1.640 0.147 0.096 0.068 -0.219
H 0.225 -1.389 1.164 -0.134 0.140 0.095 -0.221
```
Positions in Å, forces in eV/Å.

E_LUMO	0.837	eV
DFT total energy	-21734.9874	eV
energy above the lowest of the compared OMol25 structures with the same formula, charge and spin	2.1	kcal/mol
spin multiplicity	1
orbital gap	10.14	eV



Record 6
Molecular formula: H4S2
Method: DFT, ωB97M-V/def2-TZVPD

```
6
Properties=species:S:1:pos:R:3:forces:R:3:lowdin_charge:R:1
S 6.664 -7.903 -1.086 0.371 -1.622 -0.023 0.536
H 6.405 -7.765 -2.400 0.027 0.097 0.204 -0.182
H 6.469 -6.591 -0.857 2.521 -3.786 0.991 -0.335
S 5.811 -4.628 -1.430 -0.425 1.609 -0.383 0.530
H 5.602 -4.991 -2.709 0.053 -0.046 0.188 -0.188
H 6.021 -5.902 -1.049 -2.547 3.749 -0.976 -0.361
```
Positions in Å, forces in eV/Å.

E_LUMO	0.738	eV
DFT total energy	-21733.2879	eV
energy above the lowest of the compared OMol25 structures with the same formula, charge and spin	41.3	kcal/mol
spin multiplicity	1
orbital gap	10.53	eV



Record 7
Molecular formula: H4S3
Method: DFT, ωB97M-V/def2-TZVPD

```
7
Properties=species:S:1:pos:R:3:forces:R:3:lowdin_charge:R:1
S 1.748 -2.057 1.144 0.270 -0.690 0.276 0.436
H 0.706 -1.243 0.984 -0.318 -0.067 0.001 -0.274
H 1.090 -3.103 1.731 0.089 0.719 -0.339 -0.220
S 0.003 1.504 -0.095 2.903 1.432 1.500 -0.128
S -1.718 0.635 -1.170 -2.671 -1.584 -1.665 -0.163
H 0.116 0.728 0.999 -0.355 0.118 -0.009 -0.337
H -2.045 1.764 -1.812 0.082 0.073 0.236 -0.314
```
Positions in Å, forces in eV/Å.

E_LUMO (alpha / beta)	3.143 / 3.123	eV
DFT total energy	-32570.0798	eV
expectation value of S²	0.75
energy above the lowest of the compared OMol25 structures with the same formula, charge and spin	14.7	kcal/mol
spin multiplicity	2
orbital gap (alpha / beta)	3.43 / 6.29	eV
charge	-1



Record 8
Molecular formula: H4SSi2
Method: DFT, ωB97M-V/def2-TZVPD

```
7
Properties=species:S:1:pos:R:3:forces:R:3:lowdin_charge:R:1
Si -2.081 -1.085 0.108 1.840 1.082 -1.738 0.175
Si 3.242 1.723 0.299 0.060 0.266 0.977 0.561
S -1.908 0.847 0.273 -0.237 -0.551 0.185 0.095
H -1.309 -1.955 -0.837 0.225 0.605 -0.023 -0.115
H -2.841 -2.111 0.617 -1.825 -1.129 1.575 -0.166
H 1.839 1.253 0.630 0.014 0.002 0.059 -0.266
H 3.058 1.328 -1.091 -0.077 -0.276 -1.035 -0.284
```
Positions in Å, forces in eV/Å.

E_LUMO	-0.963	eV
DFT total energy	-26651.7580	eV
energy above the lowest of the compared OMol25 structures with the same formula, charge and spin	71.4	kcal/mol
spin multiplicity	1
orbital gap	7.85	eV



Record 9
Molecular formula: H52O26
Method: DFT, ωB97M-V/def2-TZVPD

```
78
Properties=species:S:1:pos:R:3:forces:R:3:lowdin_charge:R:1
O -2.761 2.498 -3.649 -0.258 -0.034 -0.307 -0.049
H -3.123 3.163 -3.053 0.045 0.049 -0.005 0.024
H -1.806 2.565 -3.543 0.124 -0.120 0.273 0.019
O -1.407 0.652 3.957 0.281 0.428 -0.195 -0.082
H -0.913 0.585 4.800 -0.371 0.530 -0.922 0.074
H -1.188 1.478 3.437 0.153 -0.889 0.876 0.045
O 4.995 0.724 -1.941 -0.378 -0.406 -0.571 -0.061
H 4.096 0.558 -2.302 0.818 0.195 -0.096 0.028
H 5.628 0.409 -2.618 -0.679 0.230 0.500 0.077
O -6.202 -0.249 -0.470 1.233 -0.497 1.886 -0.023
H -5.685 0.494 -0.775 0.207 0.733 -0.396 0.011
H -6.926 -0.459 -1.001 -1.690 -0.009 -1.573 0.027
O -0.215 -4.594 3.695 0.061 1.156 1.115 -0.095
H -0.162 -3.599 3.748 -0.018 -1.240 -0.122 0.027
H -0.227 -4.882 4.638 0.033 0.293 -1.128 0.053
O -3.233 -0.407 -2.952 -0.628 0.580 -0.120 -0.042
H -3.574 0.002 -2.135 0.244 0.286 -0.154 0.022
H -3.034 0.342 -3.545 -0.098 -0.136 0.449 0.058
O -1.501 -2.184 -2.965 0.408 -1.589 0.928 -0.097
H -2.206 -1.511 -2.771 0.167 -0.117 -0.309 -0.022
H -1.612 -2.945 -2.343 0.005 1.089 -0.789 0.076
O -0.898 2.374 1.686 0.689 -0.083 0.608 -0.050
H -1.461 1.817 1.162 -0.977 -0.437 -0.550 -0.003
H -0.084 1.847 1.632 0.372 0.643 0.131 0.019
O 2.002 -0.093 1.206 0.806 -0.039 0.245 -0.061
H 2.786 0.358 1.578 -0.437 -0.011 -0.438 0.071
H 1.793 -0.751 1.889 -0.352 -0.043 0.189 0.036
O 6.482 0.713 2.645 0.007 -0.580 -0.503 -0.055
H 7.034 0.400 3.361 0.178 0.057 0.260 0.044
H 6.423 -0.052 2.039 -0.246 0.485 0.108 0.043
O 1.125 -2.299 -3.430 0.296 1.387 1.117 -0.044
H 0.155 -2.205 -3.411 -0.552 0.032 0.197 0.004
H 1.326 -3.016 -3.992 0.371 -1.193 -0.982 0.035
O 0.501 -3.480 0.748 -1.296 0.154 0.273 -0.052
H 1.172 -3.030 0.216 0.795 -0.277 0.035 -0.006
H 0.869 -3.974 1.485 0.407 -0.122 -0.161 0.041
O -0.476 1.913 -1.958 0.756 0.720 0.138 -0.063
H 0.417 2.245 -1.719 -0.390 -0.025 -0.185 0.033
H -0.605 1.201 -1.317 -0.258 -0.437 0.091 0.011
O -0.665 -0.094 0.134 -1.138 -0.846 -0.425 -0.042
H -1.093 -0.972 0.297 0.244 0.900 -0.084 0.053
H 0.070 -0.052 0.736 0.849 -0.051 0.334 -0.013
O 1.905 2.784 1.903 -0.128 0.111 0.157 -0.070
H 1.455 3.579 2.235 0.542 -0.378 -0.175 0.060
H 2.848 2.809 2.151 -0.233 0.304 -0.035 0.013
O -2.492 -2.108 1.506 -0.237 -0.452 -0.431 -0.075
H -3.254 -2.053 0.883 0.227 -0.353 -0.006 0.016
H -2.341 -3.071 1.557 0.073 0.530 0.068 0.073
O 0.289 -1.648 2.834 0.241 -0.605 -0.606 -0.070
H -0.473 -1.079 2.939 -0.510 0.550 0.334 0.011
H 0.113 -2.116 1.982 0.142 -0.143 0.437 0.003
O -2.601 3.762 -0.879 0.622 0.387 0.517 -0.084
H -2.498 4.257 -0.026 0.148 -0.792 -1.278 0.081
H -1.705 3.492 -1.208 -0.712 0.121 0.688 0.040
O 2.398 2.884 -1.299 -0.360 -0.052 -2.458 -0.039
H 2.574 2.235 -2.025 -0.173 0.720 0.619 0.028
H 2.619 2.410 -0.528 0.262 -0.786 1.807 -0.017
O 2.078 0.557 -3.366 -0.477 0.419 -0.333 -0.062
H 1.269 0.824 -3.858 0.801 -0.216 0.607 0.072
H 1.937 -0.383 -3.192 -0.178 -0.298 -0.165 0.007
O -3.552 0.572 1.913 0.666 0.759 1.060 -0.049
H -3.017 0.676 2.747 -0.687 -0.201 -1.030 0.046
H -3.542 -0.373 1.770 0.060 -0.422 0.124 0.009
O 5.159 -1.150 0.227 -0.909 0.089 -0.548 -0.082
H 4.879 -0.575 -0.526 0.720 -0.162 0.591 0.002
H 4.454 -1.823 0.202 0.484 0.093 0.140 0.018
O -3.980 1.206 -0.776 0.452 -0.017 1.019 -0.072
H -3.590 1.196 0.140 -0.667 -0.414 -0.590 0.048
H -3.699 2.076 -1.076 0.146 0.437 -0.304 0.020
O 2.427 -2.223 -0.739 0.601 0.936 1.766 -0.058
H 1.918 -2.233 -1.539 -0.604 0.226 -1.178 0.002
H 2.310 -1.352 -0.261 -0.090 -0.849 -0.762 0.044
O -4.603 -2.388 -0.400 1.836 0.850 -0.879 -0.040
H -4.887 -1.526 -0.763 0.170 -0.105 0.120 0.017
H -5.421 -2.660 -0.059 -1.730 -0.961 1.021 0.022
O 4.758 2.660 1.645 -0.338 0.106 0.192 -0.058
H 5.615 2.311 1.945 -0.256 -0.137 -0.240 0.019
H 4.829 2.979 0.741 0.314 -0.059 0.013 0.049
```
Positions in Å, forces in eV/Å.

E_LUMO	0.164	eV
DFT total energy	-54083.9441	eV
energy above the lowest of the compared OMol25 structures with the same formula, charge and spin	8.6	kcal/mol
spin multiplicity	1
orbital gap	11.06	eV



Record 10
Molecular formula: H5N2O2P
Method: DFT, ωB97M-V/def2-TZVPD

```
10
Properties=species:S:1:pos:R:3:forces:R:3:lowdin_charge:R:1
N 0.270 -0.099 -1.539 -1.124 -2.106 2.628 -0.082
N 0.223 0.352 1.520 0.745 0.012 -2.600 -0.084
O -1.827 -0.449 -0.026 0.666 0.053 0.144 -0.135
O -0.855 1.966 -0.161 0.161 -2.249 -0.532 -0.347
P -0.553 0.493 -0.058 2.234 3.090 0.135 0.407
H 1.006 1.073 1.520 -1.414 -1.079 0.003 0.076
H 1.195 0.257 -1.611 0.817 0.784 -0.107 0.010
H 0.681 -0.553 1.463 0.305 -0.273 0.741 0.019
H -2.349 0.252 -0.426 -1.769 -0.121 -0.326 0.063
H 0.420 -1.161 -1.496 -0.622 1.888 -0.086 0.072
```
Positions in Å, forces in eV/Å.

E_LUMO	0.378	eV
DFT total energy	-16447.1432	eV
energy above the lowest of the compared OMol25 structures with the same formula, charge and spin	0.0	kcal/mol
spin multiplicity	1
orbital gap	11.00	eV



Record 11
Molecular formula: H5N2OP
Method: DFT, ωB97M-V/def2-TZVPD

```
9
Properties=species:S:1:pos:R:3:forces:R:3:lowdin_charge:R:1
N -1.932 0.235 0.461 -0.469 -3.013 1.439 -0.094
N 1.511 -0.397 0.375 1.197 -1.466 0.011 -0.307
O -0.851 0.510 -0.433 -0.800 -0.687 -0.219 -0.568
P 0.481 0.929 0.448 2.317 1.108 -3.045 0.742
H -2.241 -0.833 0.478 1.526 2.686 -0.551 0.127
H -2.755 0.696 0.144 -0.317 0.758 -0.734 0.044
H 2.177 -0.668 1.099 -0.941 0.473 0.337 0.024
H 1.928 -0.779 -0.478 -0.743 0.591 0.132 0.030
H 1.255 1.504 -1.063 -1.770 -0.453 2.631 0.002
```
Positions in Å, forces in eV/Å.

E_LUMO	0.852	eV
DFT total energy	-14395.0877	eV
energy above the lowest of the compared OMol25 structures with the same formula, charge and spin	94.6	kcal/mol
spin multiplicity	1
orbital gap	10.01	eV



Record 12
Molecular formula: H5N2PS
Method: DFT, ωB97M-V/def2-TZVPD

```
9
Properties=species:S:1:pos:R:3:forces:R:3:lowdin_charge:R:1
N 0.494 -0.669 0.422 1.086 1.814 -1.466 -0.086
N 1.533 0.003 -0.089 -0.568 -0.014 0.594 -0.516
P 3.056 -0.211 0.352 -0.025 0.193 0.020 0.644
S -2.705 0.691 0.243 -1.232 -0.919 -2.378 0.426
H -0.326 -0.462 -0.109 -0.676 -0.469 0.294 -0.003
H 0.636 -1.475 0.961 -0.061 -1.317 0.696 0.055
H -3.391 -0.317 -0.533 0.975 1.359 1.340 -0.144
H 3.454 0.952 -0.358 0.339 -0.218 -0.094 -0.186
H -2.751 1.489 -0.889 0.164 -0.429 0.993 -0.191
```
Positions in Å, forces in eV/Å.

E_LUMO	0.563	eV
DFT total energy	-23182.9996	eV
energy above the lowest of the compared OMol25 structures with the same formula, charge and spin	70.2	kcal/mol
spin multiplicity	1
orbital gap	8.93	eV